(1)
{"formula": "CH12O5", "method": "ωB97M-V/def2-TZVPD", "species": ["C", "O", "H", "H", "H", "H", "H", "H", "O", "H", "H", "O", "H", "H", "O", "H", "H", "O"], "coordinates": [[2.30, 0.11, 0.41], [1.34, 0.61, -0.46], [1.85, 0.13, 1.42], [3.19, 0.73, 0.36], [2.54, -0.95, 0.18], [0.47, 0.26, -0.07], [-4.14, -1.63, 2.24], [-3.90, -2.21, 3.63], [-4.05, -1.38, 3.16], [-0.34, -2.40, -4.54], [0.55, -1.82, -3.45], [-0.37, -2.01, -3.66], [0.87, 5.71, 0.11], [1.35, 4.35, -0.38], [0.54, 4.83, -0.15], [-0.13, -1.87, 0.57], [-1.34, -1.32, -0.06], [-0.73, -1.11, 0.68]], "multiplicity": 2, "charge": 1, "gap_ha": [0.35973, 0.11981], "e_homo_ev": [-13.7, -13.7], "lumo_ev": [-3.9, -10.4], "s2": 0.754}

---

(2)
{"formula": "CH12O6", "method": "ωB97M-V/def2-TZVPD", "species": ["C", "O", "H", "H", "O", "H", "H", "O", "H", "H", "O", "H", "H", "O", "H", "H", "O", "H", "H"], "coordinates": [[2.04, -0.54, 2.84], [2.32, 0.50, 3.36], [1.03, -0.99, 2.85], [2.83, -1.17, 2.37], [0.13, -1.05, -2.59], [0.56, -1.10, -3.44], [-0.33, -0.21, -2.58], [0.65, 2.56, 0.65], [0.72, 3.24, 1.31], [1.46, 2.05, 0.80], [-1.50, 1.57, -1.84], [-2.21, 0.90, -1.68], [-1.11, 1.50, -0.95], [2.00, -1.30, -0.08], [1.30, -1.21, -0.75], [2.66, -0.80, -0.59], [-4.71, -1.62, -1.12], [-4.74, -2.31, -0.46], [-5.65, -1.54, -1.28]], "multiplicity": 1, "gap_ha": 0.38466, "e_homo_ev": -9.9, "lumo_ev": 0.6}

---

(3)
{"formula": "CH13O5S", "method": "ωB97M-V/def2-TZVPD", "species": ["C", "S", "H", "H", "H", "H", "H", "O", "H", "H", "O", "H", "H", "O", "H", "H", "O", "H", "H", "O"], "coordinates": [[-1.32, 2.17, 1.18], [-0.78, 0.40, 1.16], [-2.33, 2.31, 0.79], [-0.66, 2.88, 0.66], [-1.47, 2.45, 2.22], [0.27, 1.04, -0.82], [0.77, 0.56, -2.14], [1.00, 1.23, -1.46], [-0.17, -1.14, -0.71], [-1.64, -0.86, -1.20], [-0.80, -1.30, -1.41], [-2.52, -2.39, 1.76], [-2.22, -2.14, 0.31], [-2.94, -2.35, 0.89], [2.07, -1.58, -1.72], [2.92, -1.34, -0.51], [2.84, -1.93, -1.27], [2.42, 1.26, 0.29], [1.88, 0.11, 1.03], [2.70, 0.62, 0.96]], "multiplicity": 1, "charge": -1, "gap_ha": 0.26700, "e_homo_ev": -3.7, "lumo_ev": 3.6}

---

(4)
{"formula": "CH13O5S", "method": "ωB97M-V/def2-TZVPD", "species": ["C", "S", "H", "H", "H", "H", "H", "O", "H", "H", "O", "H", "H", "O", "H", "H", "O", "H", "H", "O"], "coordinates": [[-2.63, -1.41, 1.00], [-0.80, -1.09, 0.69], [-3.07, -0.86, 0.18], [-2.93, -0.93, 1.93], [-2.74, -2.48, 1.06], [-1.35, 0.81, -0.29], [-0.86, 1.12, -1.79], [-1.24, 1.51, -0.98], [0.48, -0.27, -1.00], [0.99, -1.32, -1.81], [1.23, -0.40, -1.62], [0.69, -2.61, -0.29], [2.10, -2.84, 0.15], [1.38, -3.30, -0.27], [2.39, 2.15, -1.07], [1.76, 3.16, -0.10], [2.39, 3.08, -0.82], [0.10, 1.86, 2.03], [1.22, 1.49, 1.30], [0.88, 2.33, 1.68]], "multiplicity": 1, "charge": -1, "gap_ha": 0.28219, "e_homo_ev": -4.1, "lumo_ev": 3.6}

---

(5)
{"formula": "CH14F3NaO10S", "method": "ωB97M-V/def2-TZVPD", "species": ["Na", "C", "F", "F", "F", "S", "O", "O", "O", "O", "H", "H", "O", "H", "H", "O", "H", "H", "O", "H", "H", "O", "H", "H", "O", "H", "H", "O", "H", "H"], "coordinates": [[1.31, 11.04, -5.94], [-0.61, 10.00, -2.23], [-1.44, 10.45, -1.26], [-0.46, 8.69, -2.04], [-1.12, 10.24, -3.48], [1.12, 10.80, -2.00], [1.62, 10.93, -3.41], [0.95, 12.21, -1.45], [1.98, 9.81, -1.21], [3.76, 12.89, -0.83], [3.96, 12.12, -1.37], [3.19, 12.55, -0.14], [-1.24, 11.71, -6.11], [-2.04, 12.02, -5.69], [-0.68, 12.48, -6.16], [1.86, 14.96, -1.97], [2.73, 14.59, -2.13], [1.40, 14.28, -1.48], [0.94, 7.32, 0.10], [1.72, 6.91, 0.48], [1.26, 8.14, -0.26], [4.44, 9.05, -2.47], [3.59, 9.32, -2.11], [4.79, 8.43, -1.84], [-1.39, 14.19, -1.04], [-0.75, 13.59, -1.42], [-2.24, 13.83, -1.29], [-3.74, 13.20, -1.76], [-3.66, 12.27, -1.56], [-4.48, 13.50, -1.22]], "multiplicity": 1, "gap_ha": 0.29663, "e_homo_ev": -10.0, "lumo_ev": -1.9}

---

(6)
{"formula": "CH14N2O4", "method": "ωB97M-V/def2-TZVPD", "species": ["N", "C", "N", "H", "H", "H", "H", "H", "H", "H", "H", "O", "H", "H", "O", "H", "H", "O", "H", "H", "O"], "coordinates": [[-1.83, 0.30, 0.66], [-2.17, -0.40, -0.53], [-0.95, -0.75, -1.19], [-1.82, -0.10, 1.59], [-0.96, 0.88, 0.59], [-2.91, -1.20, -0.34], [-2.66, 0.33, -1.19], [-0.61, -1.65, -0.83], [-1.12, -0.86, -2.18], [2.98, -0.66, -1.36], [1.86, -0.28, -0.35], [2.26, -1.02, -0.83], [0.75, 1.81, -2.66], [0.27, 0.98, -1.45], [0.96, 1.57, -1.75], [1.49, -2.29, 0.73], [1.00, -3.53, 1.41], [0.72, -2.64, 1.20], [-0.39, 2.91, 3.07], [0.34, 3.88, 2.06], [0.13, 2.96, 2.26]], "multiplicity": 2, "charge": 1, "gap_ha": [0.41661, 0.21791], "e_homo_ev": [-14.5, -14.5], "lumo_ev": [-3.2, -8.6], "s2": 0.755}

---

(7)
{"formula": "CH14N2O5", "method": "ωB97M-V/def2-TZVPD", "species": ["N", "C", "N", "H", "H", "H", "H", "H", "H", "O", "H", "H", "O", "H", "H", "O", "H", "H", "O", "H", "H", "O"], "coordinates": [[-0.83, 0.01, -2.88], [0.35, 0.35, -2.24], [0.69, 1.62, -2.09], [-0.86, -0.73, -3.41], [-1.40, 0.82, -2.84], [0.90, -0.60, -2.04], [1.54, 1.76, -1.58], [2.44, -0.14, 2.67], [1.69, 0.36, 1.32], [1.87, -0.44, 2.05], [-1.13, -0.46, 3.03], [0.20, -0.64, 2.23], [-0.70, -0.74, 2.22], [0.56, 2.54, 1.72], [0.30, 1.58, 0.50], [0.94, 1.86, 1.16], [-0.97, -2.97, 0.42], [0.05, -3.32, -0.97], [-0.72, -3.47, -0.42], [-1.45, 0.54, -0.30], [-1.91, 0.87, 1.12], [-1.56, 1.21, 0.34]], "multiplicity": 2, "charge": -1, "gap_ha": [0.09335, 0.36843], "e_homo_ev": [0.9, -6.7], "lumo_ev": [3.4, 3.3], "s2": 0.751}

---

(8)
{"formula": "CH14N2O5", "method": "ωB97M-V/def2-TZVPD", "species": ["N", "C", "N", "H", "H", "H", "H", "H", "H", "O", "H", "H", "O", "H", "H", "O", "H", "H", "O", "H", "H", "O"], "coordinates": [[-1.46, 1.56, 0.36], [-0.05, 1.43, 0.23], [0.47, 1.17, 1.50], [-1.77, 2.08, -0.50], [0.34, 2.38, -0.16], [0.29, 0.58, -0.40], [-0.09, 1.55, 2.25], [1.73, -0.76, -2.83], [-2.07, -0.84, -0.91], [1.24, -0.74, -2.01], [-0.91, -0.87, -1.90], [3.33, 0.11, 0.00], [2.41, 0.27, -0.12], [1.46, 0.89, 1.56], [1.88, -0.64, -1.26], [-1.88, -0.76, -1.87], [-0.25, -1.34, 1.13], [1.35, -0.90, 0.89], [0.71, -1.40, 1.46], [-2.36, -1.21, 1.57], [-1.85, 0.58, 0.33], [-1.77, -1.04, 0.85]], "multiplicity": 1, "gap_ha": 0.16704, "e_homo_ev": -9.8, "lumo_ev": -5.3}

---

(9)
{"formula": "CH14N2O5", "method": "ωB97M-V/def2-TZVPD", "species": ["H", "N", "C", "N", "H", "H", "H", "O", "H", "H", "O", "H", "H", "O", "H", "H", "O", "H", "H", "O", "H", "H"], "coordinates": [[1.13, 1.97, -1.59], [1.09, 1.14, -2.17], [1.57, 0.10, -1.64], [1.47, -1.15, -2.20], [2.14, -0.01, -0.72], [2.10, -1.89, -1.98], [0.70, -1.51, -2.74], [-0.58, 1.41, 2.43], [-1.03, 1.97, 3.07], [-0.75, 1.72, 1.51], [-1.74, -1.00, 1.68], [-1.50, -1.67, 2.32], [-1.50, -0.11, 2.02], [-1.14, 2.23, -0.10], [-1.97, 2.62, 0.20], [-1.30, 1.32, -0.44], [2.04, -2.55, 1.85], [1.21, -2.26, 2.25], [2.18, -1.84, 1.21], [-1.66, -0.14, -1.17], [-0.94, -0.16, -1.81], [-1.53, -0.73, -0.41]], "multiplicity": 1, "gap_ha": 0.37153, "e_homo_ev": -9.7, "lumo_ev": 0.4}

---

(10)
{"formula": "CH14N2O5", "method": "ωB97M-V/def2-TZVPD", "species": ["N", "C", "N", "H", "H", "H", "H", "H", "H", "O", "H", "H", "O", "H", "H", "O", "H", "H", "O", "H", "H", "O"], "coordinates": [[1.00, 2.01, 2.65], [0.38, 2.05, 1.46], [1.11, 2.16, 0.39], [0.43, 2.09, 3.48], [2.00, 1.87, 2.66], [-0.76, 1.97, 1.60], [0.62, 1.99, -0.49], [1.29, -3.67, -1.82], [1.50, -3.97, -0.38], [0.79, -3.91, -1.04], [-2.79, 0.04, -0.88], [-1.92, -0.37, -2.11], [-2.23, 0.38, -1.59], [2.47, -3.16, 2.28], [2.78, -2.86, 0.73], [2.55, -3.51, 1.39], [-5.37, 3.63, -2.81], [-4.91, 2.28, -3.42], [-5.68, 2.85, -3.28], [1.74, -0.54, 1.26], [2.72, -0.22, 0.14], [2.44, -0.93, 0.73]], "multiplicity": 2, "charge": 1, "gap_ha": [0.30134, 0.13662], "e_homo_ev": [-13.3, -13.3], "lumo_ev": [-5.1, -9.6], "s2": 0.777}

---

(11)
{"formula": "CH14NO4", "method": "ωB97M-V/def2-TZVPD", "species": ["C", "N", "H", "H", "H", "H", "H", "H", "H", "H", "O", "H", "H", "O", "H", "H", "O", "H", "H", "O"], "coordinates": [[-0.76, 2.17, 0.42], [-0.15, 0.71, 0.31], [0.16, 2.72, 0.76], [-1.26, 2.54, -0.56], [-1.46, 2.47, 1.24], [0.36, 0.41, 1.25], [0.50, 0.69, -0.60], [-0.89, 0.04, 0.15], [4.58, 4.16, -4.12], [4.43, 3.01, -5.10], [4.76, 3.26, -4.31], [2.66, -0.09, -0.24], [1.98, -1.45, -0.60], [1.86, -0.46, -0.53], [-0.91, -2.36, 1.50], [-2.04, -1.34, 1.75], [-1.17, -1.49, 1.34], [-5.07, -4.14, 2.09], [-5.21, -3.88, 3.49], [-4.48, -3.91, 2.79]], "multiplicity": 1, "charge": 1, "gap_ha": 0.38001, "e_homo_ev": -13.6, "lumo_ev": -3.2}

---

(12)
{"formula": "CH14NSi4", "method": "ωB97M-V/def2-TZVPD", "species": ["N", "C", "Si", "Si", "Si", "Si", "H", "H", "H", "H", "H", "H", "H", "H", "H", "H", "H", "H", "H", "H"], "coordinates": [[0.81, -0.92, -0.07], [-0.24, 0.16, 0.09], [-1.50, -0.19, -1.37], [-2.52, -2.22, -0.78], [0.62, 1.96, 0.09], [2.25, 1.85, 1.69], [1.10, -0.67, -0.99], [1.45, -0.77, 0.68], [0.40, -2.01, -0.24], [-0.70, -0.04, 1.01], [-0.28, -0.38, -2.36], [-2.18, 0.97, -1.92], [-3.91, -2.78, -1.05], [-2.29, -2.33, 0.66], [-1.59, -3.30, -1.06], [-0.38, 2.67, 0.78], [0.80, 2.29, -1.31], [2.17, 1.61, 3.09], [3.21, 0.85, 1.37], [2.77, 3.26, 1.69]], "multiplicity": 1, "charge": 1, "gap_ha": 0.37308, "e_homo_ev": -13.8, "lumo_ev": -3.7}

---

Values for energy relative to the best compared isomer or geometry (same formula, charge and spin), kJ/mol, ordered as above
66.6, 82.2, 81.0, 94.2, 222.4, 5.6, 173.2, 773.3, 49.7, 0.0, 256.6, 209.6